Density functional theory data (wB97M-V/def2-TZVPD) for C32H59BCl2CsF2KLiN3NaO13P as an isolated structure in a non-equilibrium geometry.

XYZ file:
```
117
Properties=species:S:1:pos:R:3
C 5.026 4.744 0.867
C 5.155 3.131 0.666
C 3.838 2.624 -0.191
C 4.220 1.365 -1.192
C 3.255 0.131 -0.668
C 3.650 -1.133 -1.654
N 5.131 -1.275 -1.867
C 5.559 -0.926 -3.259
O 1.911 0.576 -0.903
C 0.863 -0.067 -0.186
C 1.197 -1.274 0.798
C 1.734 -0.626 2.331
C 1.231 -1.547 3.681
O 2.752 -1.493 3.091
C -0.286 -0.567 -1.269
C -0.130 0.145 -2.721
C -0.402 1.734 -2.730
O -0.683 2.472 -1.724
O -0.259 2.394 -4.026
O -1.557 -0.194 -0.689
C -2.714 -0.652 -1.432
C -3.730 0.558 -1.896
C -3.908 1.717 -0.786
N -5.365 2.065 -0.685
C -5.620 3.337 0.078
C -4.437 3.787 1.088
C -6.180 0.953 -0.118
C -6.212 0.492 1.429
O -6.964 0.302 -0.935
B -3.508 -1.705 -0.425
O -3.392 -1.525 1.038
O -4.285 -2.840 -0.888
C -4.967 -2.555 -2.140
C -5.869 -3.888 -2.474
P -0.071 -2.448 -1.579
O -0.579 -2.868 -2.994
H 5.276 5.074 1.954
H 5.797 5.258 0.184
H 3.935 5.059 0.668
H 5.101 2.667 1.742
H 6.150 2.785 0.200
H 3.074 2.291 0.634
H 3.338 3.497 -0.758
H 5.346 1.153 -0.958
H 4.057 1.612 -2.305
H 3.585 -0.025 0.423
H 3.193 -0.868 -2.701
H 3.277 -2.151 -1.248
H 5.355 -2.287 -1.761
H 5.524 0.204 -3.502
H 5.017 -1.517 -4.095
H 6.689 -1.227 -3.337
H 0.326 0.756 0.457
H 0.220 -1.793 1.184
H 2.002 -2.024 0.469
H 1.762 0.589 2.457
H 1.697 -1.309 4.724
H 1.112 -2.692 3.542
H -0.873 -0.317 -3.500
H 0.925 -0.014 -3.204
H 0.654 2.075 -4.324
H -2.503 -1.243 -2.397
H -4.738 0.136 -2.312
H -3.201 1.026 -2.831
H -3.430 1.343 0.197
H -3.272 2.626 -1.159
H -5.931 4.166 -0.676
H -6.564 3.141 0.747
H -4.873 4.570 1.825
H -3.990 2.910 1.715
H -3.621 4.345 0.473
H -7.263 0.615 1.886
H -5.985 -0.654 1.449
H -5.424 1.063 2.046
H -3.720 -0.630 1.300
H -4.254 -2.282 -3.008
H -5.714 -1.695 -1.935
H -6.234 -3.868 -3.571
H -5.251 -4.844 -2.207
H -6.773 -3.896 -1.730
H -0.892 -3.170 -0.618
H 1.274 -2.918 -1.439
Na -5.932 -3.408 -5.043
F -2.736 1.817 -4.381
F 4.988 6.699 1.855
Cl -7.941 -0.936 4.820
C -8.055 0.513 5.851
C -8.794 1.646 5.166
Cl -7.868 2.327 3.805
H -7.042 0.807 6.136
H -8.589 0.215 6.756
H -8.961 2.462 5.874
H -9.766 1.322 4.786
C 8.209 -4.616 3.046
C 7.339 -5.449 2.345
C 6.065 -5.000 2.005
C 5.673 -3.710 2.370
C 6.539 -2.875 3.080
C 7.809 -3.334 3.416
N 4.344 -3.224 1.993
O 3.591 -4.002 1.379
O 4.043 -2.068 2.304
H 9.204 -4.969 3.304
H 7.656 -6.448 2.060
H 5.398 -5.660 1.459
H 6.242 -1.872 3.372
H 8.491 -2.692 3.965
Li -8.772 -3.961 -1.655
K 0.435 -3.965 3.247
O 7.743 8.306 2.850
H 6.871 8.078 2.567
Cs 6.701 9.419 4.110
C 0.509 0.393 -6.603
O 1.226 0.544 -5.497
H 1.005 -0.099 -7.462
H -0.418 -0.208 -6.525
H 0.122 1.310 -7.083
```

Its net charge is 0. The calculated total energy comes out at -127132.308 eV. The value obtained for the energy above the lowest of the compared OMol25 structures with the same formula, charge and spin is 0.00 kJ/mol. The spin multiplicity is 1.